(1)
Entry from OMol25: C28H48Br4CaCl3F5N3O13S2 as an isolated structure at a distorted geometry (the ωB97M-V functional and the def2-TZVPD basis).

Computed properties:
E_tot ... -15887.374368 a.u.
Total charge ... +1
Gap between HOMO and LUMO ... 1.95 eV

Atoms and positions in Å:
O: 0.15874 -0.63213 3.41517
C: 0.96457 -0.92139 2.60535
Cl: 1.87269 -2.45815 2.76708
C: 1.37105 -0.10778 1.40159
C: 0.94632 1.36696 1.46590
C: -0.58864 1.56724 1.34231
C: -1.25068 0.69793 0.23731
C: -2.02324 -0.51197 0.76506
O: -2.24806 -1.43036 -0.31442
C: 1.55515 1.94852 0.14406
O: 1.48735 1.54024 -0.97527
N: 2.38149 3.11744 0.37407
C: 2.85511 3.07480 1.76051
C: 4.26045 2.48332 1.82164
C: 4.71551 1.75824 0.55990
O: 5.07481 2.65235 -0.46597
C: 5.97721 0.96365 0.91600
F: 6.31699 0.15584 -0.11031
F: 6.94630 1.82433 1.15368
F: 5.78524 0.15744 1.97806
S: 3.03095 4.87298 2.19731
O: 1.80850 5.66283 2.04908
O: 4.09211 5.44088 1.46873
F: 3.42556 4.85918 3.71500
C: 1.72632 2.26057 2.49516
O: 2.23124 1.55471 3.59003
S: 0.52201 3.29991 3.35930
H: 2.46635 -0.12415 1.39483
H: 1.06648 -0.61059 0.48801
H: -1.10209 1.32438 2.26821
H: -0.78754 2.58138 1.04660
H: -1.99241 1.33400 -0.24561
H: -0.54762 0.35393 -0.51662
H: -1.48968 -1.06482 1.54154
H: -2.99647 -0.23527 1.15884
H: -1.36691 -1.77212 -0.49374
H: 1.79690 3.89980 0.07841
H: 4.37041 1.77433 2.63740
H: 5.03622 3.23141 2.01126
H: 4.00338 1.01036 0.19711
H: 4.66719 2.30689 -1.26564
H: 2.79665 0.83088 3.29558
H: 0.05193 4.10809 2.39640
O: 4.01384 -4.00654 1.05748
H: 3.64022 -4.29097 0.20745
H: 4.75156 -3.39130 0.92986
H: 4.32312 -4.84991 1.62150
C: 0.86078 -5.48251 -0.81772
C: 1.14429 -6.15535 -2.15820
C: 0.51905 -7.54339 -2.27192
C: 1.03414 -8.56736 -1.25862
C: 2.54446 -8.80166 -1.28358
C: 3.04600 -9.36465 -2.61052
H: 1.28475 -6.05308 0.01129
H: 1.30217 -4.47692 -0.79259
H: -0.20671 -5.37413 -0.64252
H: 2.22419 -6.20851 -2.32536
H: 0.74289 -5.52691 -2.95903
H: 0.67888 -7.91891 -3.28637
H: -0.56594 -7.45535 -2.15305
H: 0.52335 -9.51800 -1.43990
H: 0.74291 -8.26039 -0.25030
H: 2.79587 -9.50549 -0.48794
H: 3.07940 -7.87736 -1.05084
H: 2.55746 -10.31383 -2.84077
H: 4.12085 -9.54360 -2.56653
H: 2.86280 -8.67713 -3.43863
C: -1.41888 4.87798 -1.52703
Cl: -2.96213 4.56612 -0.73686
Cl: -0.09449 4.12083 -0.62918
H: -1.43089 4.49963 -2.54302
H: -1.26172 5.95081 -1.53382
C: -2.58235 6.40505 3.54020
Br: -1.91873 6.55266 1.75233
Br: -1.23304 5.61159 4.71216
Br: -3.20369 8.09150 4.20015
H: -3.41867 5.71484 3.54800
F: -2.80200 4.44304 -4.57812
C: -4.03127 4.92224 -4.89656
C: -4.95567 5.09803 -3.88992
C: -6.21210 5.59273 -4.20831
C: -6.52541 5.89303 -5.52648
C: -5.57980 5.70381 -6.52588
C: -4.31833 5.21909 -6.21136
H: -4.68870 4.84770 -2.87301
H: -6.94635 5.74305 -3.42833
H: -7.50627 6.27454 -5.77508
H: -5.82443 5.93382 -7.55357
H: -3.56542 5.07245 -6.97414
C: -4.10152 -4.79670 0.29516
N: -2.76203 -5.43192 0.42799
O: -2.68602 -6.63115 0.28855
O: -1.82885 -4.69160 0.66823
H: -4.82872 -5.57110 0.08242
H: -4.32075 -4.30132 1.23574
H: -4.04200 -4.07908 -0.51780
C: -6.21244 3.52662 1.74487
N: -4.96322 2.73075 1.90196
O: -5.04174 1.53380 1.79915
O: -3.93148 3.34825 2.12427
H: -7.03176 2.84470 1.55312
H: -6.36973 4.07442 2.66923
H: -6.06467 4.20426 0.90869
O: 5.01698 -6.32353 1.79264
H: 5.86812 -6.32978 2.23957
Ca: 1.18507 6.92010 4.12931
Br: 7.20692 2.85591 3.41263

(2)
Entry from OMol25: C47H54FeN9O2PSSe as an isolated structure at a distorted geometry (the ωB97M-V functional and the def2-TZVPD basis).

Computed properties:
Multiplicity ... 5
E_tot ... -6871.513929 a.u.
⟨S²⟩ ... 6.014
Gap between HOMO and LUMO (spin up / spin down) ... 6.95 / 7.01 eV

Atoms and positions in Å:
Fe: 0.82152 -0.19710 0.30311
N: -4.55568 -0.53594 5.47527
C: -3.27738 -0.30357 4.99683
C: -2.73487 -1.13459 4.01039
C: -1.49252 -0.85938 3.47733
C: -0.78216 0.25437 3.90762
C: -1.29531 1.07279 4.90038
C: -2.53347 0.79240 5.44621
S: 0.76901 0.63023 3.14472
O: 1.62932 1.24046 4.11835
O: 1.23105 -0.63437 2.55267
N: 0.51980 1.50005 1.82250
C: 0.53826 2.85147 1.79281
N: 0.87493 3.41035 0.60863
C: 0.91445 4.73177 0.56134
C: 0.62015 5.54171 1.64683
C: 0.24569 4.87065 2.80087
N: 0.18731 3.55294 2.88653
H: -4.92239 -1.45906 5.31752
H: -4.78176 -0.15017 6.37575
H: -3.29721 -1.99209 3.66085
H: -1.05831 -1.51316 2.73050
H: -0.71627 1.92461 5.23313
H: -2.93619 1.42428 6.22908
H: 1.20927 5.15683 -0.39554
H: 0.67334 6.61857 1.59412
H: -0.03356 5.41224 3.70004
C: 2.56477 0.97968 -2.61136
C: 3.46371 1.49548 -1.48190
C: 4.90184 1.60220 -1.97133
P: 3.14926 0.38379 -0.00676
C: 4.44767 0.94019 1.20699
C: 4.08363 2.31144 1.78181
C: 4.61987 -0.09165 2.32485
C: 3.78951 -1.21558 -0.58763
C: 5.13796 -1.52409 -0.72835
C: 5.57178 -2.75842 -1.18902
C: 7.04046 -3.07212 -1.31822
C: 4.59715 -3.70178 -1.51536
C: 3.25203 -3.43261 -1.37313
C: 2.80279 -2.18411 -0.89014
N: 1.48460 -1.87579 -0.74491
C: 0.49274 -2.84932 -0.98200
C: -0.21629 -2.82118 -2.19336
C: 0.12608 -1.77087 -3.22162
C: -1.19433 -3.77431 -2.44446
C: -1.49548 -4.76073 -1.51863
C: -2.57576 -5.77642 -1.77271
C: -0.79586 -4.77190 -0.31731
C: 0.19092 -3.84098 -0.02948
C: 0.94737 -3.89536 1.26836
H: 2.50609 1.70290 -3.42893
H: 1.56614 0.77610 -2.22627
H: 2.95981 0.04111 -3.00615
H: 3.10927 2.48071 -1.16092
H: 5.29613 0.61933 -2.22986
H: 5.55735 2.05879 -1.22899
H: 4.93266 2.22112 -2.87152
H: 5.38899 1.04033 0.66112
H: 3.22714 2.22995 2.44581
H: 3.84787 3.03295 0.99685
H: 4.91777 2.70230 2.36846
H: 3.67016 -0.27112 2.82593
H: 5.32780 0.28319 3.06755
H: 4.99024 -1.04119 1.94121
H: 5.88592 -0.78318 -0.46670
H: 7.64342 -2.16906 -1.22434
H: 7.25930 -3.53222 -2.28339
H: 7.36138 -3.76905 -0.53982
H: 4.90660 -4.67381 -1.88508
H: 2.51867 -4.18822 -1.62994
H: 1.06556 -2.01649 -3.72257
H: 0.27378 -0.79822 -2.74586
H: -0.65141 -1.70270 -3.98677
H: -1.73327 -3.74547 -3.38711
H: -2.83096 -5.83101 -2.83045
H: -3.47899 -5.50489 -1.22028
H: -2.25923 -6.76348 -1.43441
H: -1.03525 -5.53239 0.42013
H: 0.41981 -4.51495 1.99349
H: 1.08727 -2.90071 1.68748
H: 1.94391 -4.31706 1.11254
C: -5.83364 0.05008 -0.21037
N: -4.74636 -0.06449 -1.15236
C: -3.71832 -0.95280 -1.05242
Se: -3.43174 -2.20117 0.21698
N: -2.92184 -0.75397 -2.13077
C: -3.40392 0.27592 -2.91099
C: -2.95666 0.84340 -4.09098
C: -3.71063 1.88099 -4.62363
C: -4.87035 2.32904 -3.99435
C: -5.32234 1.75595 -2.81266
C: -4.57037 0.72264 -2.28023
H: -5.63765 0.84392 0.51083
H: -5.92203 -0.89418 0.32146
H: -6.75616 0.26357 -0.74893
H: -2.06926 -1.27576 -2.25908
H: -2.05725 0.48750 -4.57733
H: -3.39657 2.34368 -5.55013
H: -5.43781 3.13717 -4.43679
H: -6.22352 2.10620 -2.32786
N: -1.37108 3.21755 -1.65065
C: -0.55726 2.14246 -1.75281
N: -0.77145 1.24054 -0.83257
C: -1.79628 1.76444 -0.04752
C: -2.43857 1.24199 1.06960
C: -3.42838 1.99904 1.66027
C: -3.80650 3.24521 1.14082
C: -3.19363 3.77309 0.02131
C: -2.17816 3.01665 -0.55131
H: -1.34954 4.03227 -2.23656
H: 0.16124 2.05828 -2.55160
H: -2.15590 0.28023 1.46177
H: -3.92332 1.61830 2.54602
H: -4.59373 3.80614 1.62808
H: -3.48839 4.73067 -0.38862